# 1
Formula: C49H53BCdN8O3Si
Source: the Open Molecules 2025 dataset
Level of theory: ωB97M-V/def2-TZVPD

Cartesian coordinates (Å):
Cd1 -0.117 0.448 -0.181
C1 3.665 0.039 -4.473
C2 2.457 0.971 -4.280
C3 1.180 0.158 -4.119
C4 2.753 1.897 -3.127
C5 3.771 2.875 -3.139
C6 3.782 3.372 -1.858
N1 2.824 2.735 -1.157
N2 2.179 1.842 -1.932
B1 2.543 2.989 0.342
N3 1.199 3.748 0.538
C7 1.134 5.072 0.299
C8 -0.175 5.467 0.443
C9 -0.859 4.288 0.792
N4 -0.019 3.257 0.843
C10 -2.323 4.211 1.126
C11 -2.526 4.066 2.638
C12 -3.045 3.105 0.361
N5 2.759 1.688 1.136
C13 3.892 1.485 1.833
C14 3.916 0.181 2.260
C15 2.719 -0.372 1.771
N6 2.014 0.550 1.126
C16 2.213 -1.765 1.997
C17 3.229 -2.801 1.515
C18 1.890 -1.992 3.478
H1 3.449 -0.732 -5.220
H2 3.904 -0.445 -3.523
H3 4.544 0.600 -4.801
H4 2.363 1.595 -5.177
H5 1.220 -0.460 -3.220
H6 1.046 -0.496 -4.986
H7 0.312 0.806 -4.039
H8 4.411 3.156 -3.961
H9 4.406 4.120 -1.395
H10 3.408 3.754 0.704
H11 2.016 5.632 0.032
H12 -0.594 6.453 0.316
H13 -2.747 5.177 0.828
H14 -2.060 3.149 2.996
H15 -3.592 4.033 2.886
H16 -2.072 4.905 3.172
H17 -2.574 2.140 0.560
H18 -3.003 3.276 -0.716
H19 -4.096 3.057 0.662
H20 4.616 2.274 1.951
H21 4.692 -0.306 2.828
H22 1.303 -1.878 1.407
H23 4.161 -2.723 2.084
H24 3.460 -2.654 0.462
H25 2.833 -3.812 1.644
H26 2.815 -2.068 4.058
H27 1.321 -2.916 3.608
H28 1.297 -1.173 3.883
C19 -2.658 -5.180 -0.921
C20 -3.746 -4.376 -1.246
C21 -3.583 -3.010 -1.400
C22 -2.321 -2.438 -1.237
C23 -1.236 -3.235 -0.890
C24 -1.406 -4.604 -0.742
N7 -2.059 -1.047 -1.342
N8 -2.896 -0.389 -1.976
C25 -2.629 1.003 -2.043
C26 -3.602 1.729 -2.740
C27 -3.413 3.074 -2.994
C28 -2.260 3.694 -2.516
C29 -1.342 2.973 -1.762
C30 -1.472 1.601 -1.529
H29 -2.789 -6.249 -0.796
H30 -4.728 -4.819 -1.367
H31 -4.418 -2.362 -1.631
H32 -0.272 -2.749 -0.773
H33 -0.557 -5.224 -0.479
H34 -4.501 1.215 -3.062
H35 -4.149 3.635 -3.560
H36 -2.081 4.743 -2.729
H37 -0.478 3.497 -1.370
C31 -5.741 -2.255 2.532
C32 -4.693 -3.087 2.158
C33 -3.412 -2.572 2.007
C34 -3.125 -1.218 2.219
C35 -4.209 -0.396 2.552
C36 -5.493 -0.901 2.717
Si1 -1.315 -0.577 2.054
C37 -1.014 0.259 3.771
C38 -1.876 0.148 4.867
C39 -1.586 0.737 6.093
C40 -0.408 1.453 6.262
C41 0.462 1.586 5.188
C42 0.155 1.008 3.963
H38 -6.737 -2.655 2.680
H39 -4.875 -4.142 1.984
H40 -2.604 -3.242 1.729
H41 -4.045 0.666 2.690
H42 -6.304 -0.237 2.998
H43 -0.663 -1.903 2.379
H44 -2.800 -0.409 4.764
H45 -2.286 0.639 6.916
H46 -0.171 1.905 7.220
H47 1.378 2.155 5.298
H48 0.822 1.164 3.125
O1 0.535 -2.958 -3.501
C43 1.791 -3.431 -3.293
C44 2.204 -4.624 -3.884
C45 3.514 -5.061 -3.754
C46 4.429 -4.293 -3.051
C47 4.001 -3.115 -2.450
C48 2.683 -2.680 -2.521
C49 2.301 -1.440 -1.676
O2 3.218 -0.637 -1.489
O3 1.111 -1.415 -1.246
H49 0.010 -3.623 -3.959
H50 1.489 -5.209 -4.457
H51 3.814 -5.998 -4.210
H52 5.460 -4.611 -2.963
H53 4.680 -2.490 -1.885

Results
Gap between HOMO and LUMO in eV: 6.22
Total charge: -2
Relative energy (zero: lowest compared OMol25 entry of this formula, charge and spin) in kcal/mol: 23.6



# 2
Formula: C4H4N2O
Source: the Open Molecules 2025 dataset
Level of theory: ωB97M-V/def2-TZVPD

Cartesian coordinates (Å):
N1 -1.165 1.219 -0.386
C1 0.103 0.623 -0.198
C2 0.967 0.125 -1.216
C3 0.459 -0.841 -0.451
C4 0.337 -1.380 0.878
N2 0.459 -0.434 1.765
O1 0.496 0.806 1.178
H1 -1.727 1.145 0.458
H2 -1.624 0.739 -1.152
H3 1.533 0.393 -2.104
H4 0.165 -2.395 1.228

Results
Structure (SMILES): N[C@]12C=C1C=NO2
Gap between HOMO and LUMO in eV: 9.06
Relative energy (zero: lowest compared OMol25 entry of this formula, charge and spin) in kcal/mol: 124.2



# 3
Formula: C21H25ClN2O7S
Source: the Open Molecules 2025 dataset
Level of theory: ωB97M-V/def2-TZVPD

Cartesian coordinates (Å):
C1 1.934 3.480 2.147
O1 2.857 2.900 1.257
C2 2.748 1.575 0.991
C3 1.911 0.703 1.684
C4 1.818 -0.626 1.315
O2 1.005 -1.548 1.925
C5 0.218 -1.130 3.020
C6 2.575 -1.106 0.233
N1 2.308 -2.420 -0.194
C7 2.140 -2.754 -1.513
O3 2.813 -2.326 -2.417
C8 0.954 -3.701 -1.716
C9 -0.236 -3.112 -1.005
C10 -1.116 -3.882 -0.259
C11 -2.139 -3.308 0.480
C12 -2.282 -1.924 0.525
O4 -3.208 -1.248 1.238
C13 -4.108 -1.978 2.043
C14 -1.394 -1.151 -0.225
S1 -1.465 0.629 -0.089
O5 -0.454 1.175 -0.950
O6 -1.414 1.005 1.298
N2 -3.002 0.935 -0.677
C15 -3.057 1.255 -2.091
C16 -2.799 2.748 -2.319
O7 -3.681 3.539 -1.550
C17 -3.546 3.266 -0.173
C18 -3.848 1.796 0.125
C19 -0.415 -1.728 -0.996
C20 3.445 -0.259 -0.429
C21 3.534 1.067 -0.045
Cl1 4.602 2.128 -0.876
H1 0.904 3.254 1.856
H2 2.106 3.146 3.176
H3 2.105 4.554 2.087
H4 1.294 1.078 2.481
H5 -0.328 -2.019 3.334
H6 -0.485 -0.347 2.728
H7 0.847 -0.784 3.846
H8 1.689 -2.887 0.459
H9 1.183 -4.694 -1.324
H10 0.776 -3.789 -2.790
H11 -1.002 -4.957 -0.243
H12 -2.802 -3.949 1.040
H13 -3.583 -2.563 2.804
H14 -4.734 -1.233 2.531
H15 -4.737 -2.640 1.440
H16 -2.298 0.659 -2.598
H17 -4.051 0.980 -2.458
H18 -2.978 3.020 -3.360
H19 -1.757 2.968 -2.050
H20 -4.249 3.925 0.338
H21 -2.520 3.488 0.158
H22 -3.647 1.561 1.168
H23 -4.890 1.565 -0.119
H24 0.234 -1.071 -1.556
H25 4.016 -0.625 -1.266

Results
Structure (SMILES): COc1cc(OC)c(NC(=O)Cc2ccc(OC)c(S(=O)(=O)N3CCOCC3)c2)cc1Cl
Gap between HOMO and LUMO in eV: 7.90
Relative energy (zero: lowest compared OMol25 entry of this formula, charge and spin) in kcal/mol: 0.0